Molecular formula: C22H57CuO21S6
Method: DFT, wB97M-V/def2-TZVPD

Element x y z (Å)
Cu 3.804 19.921 3.934
S 10.706 16.175 6.821
S 1.882 17.264 5.089
S 5.188 13.703 2.930
S 8.886 21.413 5.289
S 5.219 22.726 2.093
S 2.226 18.792 0.774
O 3.767 14.138 2.765
O 2.320 18.637 4.776
O 5.696 23.508 3.200
O 2.892 19.267 2.039
O 0.904 19.200 0.306
O 9.981 22.321 5.598
O 4.476 21.495 2.464
O 6.438 22.301 1.008
O 5.149 18.186 3.681
O 9.726 15.236 7.385
O 5.350 12.164 2.420
O 9.403 20.385 4.062
O 7.589 21.993 4.879
O 4.546 21.388 5.443
O 1.166 17.467 6.566
O 5.832 13.878 4.207
O 6.048 22.714 7.748
O 10.728 16.009 5.143
O 10.640 17.606 7.118
O 3.318 18.995 -0.482
O 0.909 16.552 4.248
C 2.203 16.884 0.707
C 8.702 20.259 6.717
C 4.731 18.781 -0.331
C 4.245 11.535 1.762
C 5.360 19.399 -1.564
C 6.983 17.191 5.116
C 4.181 23.740 0.986
C 12.435 15.460 7.116
C 4.697 20.764 6.697
C 9.936 15.166 3.071
C 10.708 18.682 3.003
C 6.191 14.499 1.592
C 5.162 21.662 7.943
C -0.497 16.948 8.182
C 0.623 16.373 7.256
C 3.332 16.113 5.536
C 10.356 14.766 4.485
C 4.535 10.040 1.683
C 7.633 21.737 1.522
C 10.680 19.755 4.122
C 8.283 20.851 0.428
C 6.536 17.892 3.770
H 8.200 22.593 1.888
H -1.378 16.306 8.151
H 8.529 21.416 -0.470
H 10.034 14.383 2.320
H 7.540 20.078 0.231
H 1.666 16.502 -0.162
H 10.572 15.975 2.711
H 11.087 13.970 4.346
H 10.757 19.178 2.034
H 8.066 17.078 5.150
H 3.172 23.927 1.352
H 10.923 19.402 5.124
H 4.684 24.705 0.925
H 6.512 16.208 5.118
H 5.514 9.794 1.272
H 1.810 16.556 1.669
H 2.766 15.221 5.802
H 9.576 14.246 5.041
H 3.843 15.976 4.583
H 3.771 9.613 1.034
H 5.423 19.956 6.609
H -0.830 17.944 7.890
H 5.294 21.072 8.850
H 6.094 15.582 1.677
H 9.689 19.837 6.903
H 7.206 14.114 1.693
H 8.094 19.416 6.388
H 4.200 22.128 8.155
H 6.890 17.228 2.982
H 8.307 20.796 7.580
H 12.324 14.448 6.726
H 5.078 19.149 0.635
H 11.563 18.027 3.167
H 0.344 15.537 6.614
H 5.812 14.341 0.582
H 12.739 15.400 8.161
H 7.133 18.789 3.607
H -0.187 16.991 9.225
H 3.263 11.686 2.208
H 4.758 19.223 -2.455
H 3.800 20.188 6.928
H 4.246 11.823 0.710
H 3.229 16.558 0.875
H 11.549 20.384 3.928
H 9.294 20.529 0.676
H 4.602 9.493 2.624
H 7.377 21.180 2.423
H 6.613 17.766 5.965
H 5.377 20.473 -1.377
H 6.404 19.164 -1.772
H 1.473 16.003 7.830
H 9.854 18.006 3.048
H 3.980 16.562 6.289
H 8.889 15.467 3.060
H 13.082 16.020 6.440
H 4.092 23.184 0.052
H 4.996 17.724 -0.368

Atomic forces in eV per Å
1.5 0.4 1.0
-0.1 -1.0 0.0
0.5 1.3 0.5
-2.1 1.9 -1.5
-1.6 1.2 0.0
-1.2 -2.5 1.7
1.8 -1.6 1.3
3.2 -1.4 0.4
-1.4 -3.2 0.7
0.2 0.0 -1.5
-2.5 -1.3 -4.1
2.3 0.2 0.6
-0.6 -1.0 -0.4
1.6 2.5 -1.8
-2.7 1.1 -0.1
1.5 -1.0 0.0
1.7 1.7 -1.0
-0.4 0.8 1.2
-0.7 1.1 0.9
3.4 -2.0 0.6
-0.3 -1.1 1.9
0.7 0.8 -2.1
-0.4 -0.7 -1.3
-1.0 -2.2 0.2
0.3 0.0 1.8
0.3 -2.6 -0.8
-1.7 0.3 0.8
1.7 0.8 1.0
0.5 1.6 1.7
0.4 0.0 -1.3
0.4 -0.7 0.0
0.4 -1.4 -0.8
0.0 1.5 0.3
-0.9 0.5 -1.3
0.8 -0.4 0.0
-1.6 0.3 -0.8
0.4 0.4 -3.2
-0.5 0.2 0.0
-0.2 0.1 1.1
-0.6 0.0 0.6
-0.2 2.0 -0.5
0.1 -0.9 -0.3
0.1 0.1 1.2
-1.9 1.0 -1.2
-0.9 -0.4 -0.6
0.4 -0.4 0.3
0.7 -0.1 0.9
0.7 -0.7 -0.4
-0.3 1.3 0.5
-1.7 0.7 1.0
0.7 -0.2 -0.2
0.0 -0.1 0.0
-0.7 0.3 -0.2
0.1 -0.4 0.3
0.6 -0.3 -0.2
0.3 0.3 0.1
-0.1 0.0 0.1
1.2 0.6 0.7
0.0 -0.2 0.0
0.2 0.0 0.1
0.3 -0.5 0.6
-0.6 -0.6 0.0
0.1 -0.2 -0.4
0.1 -0.1 0.2
0.0 0.5 -0.5
-0.8 0.2 -0.1
0.4 -0.1 0.3
-0.4 0.5 0.0
0.1 0.2 0.1
0.0 -0.2 0.1
0.9 -0.2 0.1
0.3 -0.1 -0.3
0.8 -0.6 0.1
0.3 0.1 0.8
0.0 0.3 0.1
-0.1 0.3 0.0
-0.4 0.3 0.1
-0.5 0.6 -0.2
0.0 -0.7 -0.7
-0.1 0.1 -0.3
0.0 0.0 0.0
0.0 0.3 0.0
0.3 0.2 -0.2
-0.5 0.3 -0.3
-0.3 -0.8 0.2
-0.2 0.5 -0.1
0.3 0.5 0.3
0.2 0.0 -0.1
0.3 0.5 0.2
0.0 -0.2 0.1
-0.6 0.3 0.9
-0.3 0.7 0.1
0.2 0.1 -0.8
-0.4 0.9 -0.2
-0.4 -0.6 0.7
-0.7 0.3 0.3
0.2 -0.4 -0.1
0.1 0.0 0.1
-0.1 0.3 -0.3
-0.1 -0.5 0.3
-0.2 -0.3 0.6
-0.3 0.4 0.0
-0.3 0.0 -0.1
0.1 0.4 0.0
0.1 0.1 0.4
0.2 0.3 -0.1
-0.6 -0.4 0.3

Values from the calculation:
LUMO energy (spin up / spin down) ... 0.0613 / 0.0613 Eh
Kohn-Sham gap (spin up / spin down) ... 4.7 / 4.5 eV
Highest occupied orbital energy (spin up / spin down) ... -2.995 / -2.785 eV
Multiplicity ... 2
Expectation value of S² ... 0.76
Net charge ... -1
Largest force on an atom ... 5.0 eV/A

Molecular formula: HI3P2
Method: DFT, wB97M-V/def2-TZVPD

Element x y z (Å)
I 0.714 2.769 0.115
I 2.634 -0.549 0.327
I -1.177 -2.455 0.086
P -0.533 -0.404 -1.004
P 0.474 0.335 0.855
H -2.113 0.305 -0.380

Atomic forces in eV per Å
-0.1 -0.9 0.2
0.5 -0.2 -0.1
0.1 -0.7 0.1
-3.0 1.8 1.5
-0.5 1.0 -0.3
3.0 -1.0 -1.3

Values from the calculation:
LUMO energy ... -0.0332 Eh
Kohn-Sham gap ... 8.3 eV
Highest occupied orbital energy ... -9.236 eV
Multiplicity ... 1
Energy relative to the best compared isomer or geometry (same formula, charge and spin) ... 1.116 eV
Net charge ... 0
Largest force on an atom ... 3.8 eV/A

Molecular formula: C31H40AsFeN2O2SSi2
Method: DFT, wB97M-V/def2-TZVPD

Element x y z (Å)
As -2.192 -1.201 -0.242
Fe 0.145 1.101 -0.601
S 0.419 -0.547 2.498
Si -0.530 0.529 -2.935
Si 0.808 3.195 -2.162
O -0.109 -1.686 1.796
O -0.359 -0.015 3.589
N 1.656 2.507 0.740
N 0.748 0.570 1.378
C 0.273 3.659 -6.282
C -5.125 -3.063 1.211
C -3.591 -5.039 2.392
C 2.678 2.791 -2.214
C -3.828 -2.763 1.623
C 1.776 2.087 3.092
C 2.820 4.033 2.148
C 0.430 3.970 -4.939
C -3.238 -1.407 1.429
C 3.026 -1.354 2.279
C 0.011 2.352 -6.662
C 5.763 -2.370 4.697
C 0.010 1.668 -4.346
C -5.647 -4.337 1.381
C 3.397 -1.588 5.013
C -1.428 -2.986 -0.499
C 1.388 1.724 1.793
C 2.173 -1.165 4.519
C -0.794 -1.185 -3.716
C -0.129 1.362 -5.699
C -2.227 1.335 -2.480
C 0.469 5.001 -1.658
C 1.995 -1.049 3.151
C 4.448 -1.894 4.155
C 2.499 3.246 3.252
C 4.246 -1.769 2.784
C -3.072 -3.767 2.223
C -3.691 -1.444 -1.497
C 2.362 3.625 0.915
C 0.321 2.979 -3.967
C -4.881 -5.331 1.968
H -2.319 1.739 -1.463
H 5.056 -1.997 2.103
H 1.357 -0.917 5.184
H 1.319 5.644 -1.900
H -4.143 -2.421 -1.333
H -4.010 -0.634 1.379
H 0.070 -1.441 -4.330
H -0.396 5.368 -2.210
H 6.023 -1.846 5.616
H 0.366 4.434 -7.032
H 2.901 2.378 -3.197
H -4.444 -0.673 -1.333
H 6.566 -2.219 3.976
H -2.989 -5.806 2.860
H -0.369 0.354 -6.014
H 5.720 -3.436 4.927
H -0.852 -3.276 0.371
H -6.659 -4.550 1.059
H -0.928 -1.984 -2.995
H -0.762 -2.953 -1.359
H -1.672 -1.165 -4.366
H 3.394 4.942 2.244
H -0.103 2.105 -7.710
H -3.055 0.639 -2.605
H 2.875 -1.256 1.212
H -2.221 -3.710 -0.682
H 0.252 5.120 -0.598
H 1.498 1.490 3.945
H 2.571 4.208 0.029
H -5.288 -6.324 2.104
H 2.998 2.067 -1.463
H -2.378 2.174 -3.160
H -2.562 -1.160 2.245
H -2.067 -3.541 2.557
H -3.346 -1.383 -2.528
H 0.658 4.990 -4.656
H 3.293 3.684 -2.089
H 3.540 -1.674 6.083
H -5.733 -2.289 0.760
H 2.816 3.541 4.244

Atomic forces in eV per Å
0.1 -0.1 -0.1
0.2 -0.1 0.3
0.0 -0.2 -0.1
-0.2 0.1 -0.2
0.0 -0.1 0.1
-0.1 -0.1 -0.1
0.1 0.0 0.0
0.1 -0.1 0.0
-0.2 0.1 0.1
0.0 0.0 -0.1
0.1 0.0 0.0
0.0 0.0 0.0
-0.1 0.0 0.0
-0.1 0.0 0.0
0.0 0.0 -0.1
0.0 0.0 0.1
0.0 0.0 0.0
0.1 0.1 0.0
0.0 0.0 -0.1
0.0 0.0 -0.1
0.1 0.0 0.0
-0.1 -0.2 0.1
-0.1 0.0 0.0
0.0 0.0 0.0
0.0 0.0 0.0
0.2 0.1 -0.1
0.0 0.0 0.0
0.1 0.2 0.1
0.0 0.0 0.1
0.0 0.0 0.0
0.1 -0.2 0.0
-0.1 0.1 0.0
-0.1 0.0 0.0
0.0 0.1 -0.1
0.0 0.0 0.0
0.0 0.0 0.0
0.0 0.0 0.1
-0.1 0.0 0.1
0.0 0.0 0.1
0.0 -0.1 0.0
0.1 -0.1 0.0
0.0 0.0 0.0
0.0 0.0 0.0
0.0 0.0 0.0
0.0 -0.1 0.0
0.0 0.0 0.0
0.1 0.0 0.0
0.0 0.0 0.0
0.0 0.0 0.0
0.0 0.0 0.0
0.0 0.0 0.0
0.0 0.0 0.0
0.0 0.0 0.0
0.0 0.0 0.0
0.0 0.0 0.0
0.0 0.0 0.0
0.0 0.0 0.0
0.0 0.0 0.0
-0.1 0.0 0.0
0.0 0.0 0.1
0.0 0.0 -0.1
0.0 0.0 0.0
0.0 0.0 0.0
0.0 0.1 -0.1
0.0 0.0 0.0
0.0 0.0 0.0
0.0 0.0 0.1
0.0 0.0 0.0
0.0 0.0 0.0
0.0 0.0 0.0
0.0 0.0 0.0
0.0 0.1 0.0
0.0 0.0 0.0
0.0 0.0 0.0
0.0 -0.1 0.1
0.0 0.1 0.0
0.0 0.1 0.0
0.0 0.0 0.0
0.0 0.0 0.0
0.0 0.0 0.0

Values from the calculation:
LUMO energy (spin up / spin down) ... 0.0202 / -0.0353 Eh
Kohn-Sham gap (spin up / spin down) ... 6.7 / 7.3 eV
Highest occupied orbital energy (spin up / spin down) ... -6.117 / -8.228 eV
Multiplicity ... 6
Expectation value of S² ... 8.76
Net charge ... 0
Largest force on an atom ... 0.4 eV/A

Molecular formula: C4H24BO20
Method: DFT, wB97M-V/def2-TZVPD

Element x y z (Å)
O -1.393 1.003 -0.812
O 3.091 1.605 -0.081
O -0.387 1.209 -3.909
O -0.817 -1.020 0.488
O -0.150 -3.214 0.274
O 3.264 -0.827 -3.672
O -0.347 3.088 1.641
O 1.667 -2.093 -1.469
O 3.000 2.654 2.575
O 0.754 -0.169 -0.977
O 0.018 1.054 1.078
O 0.339 -3.128 3.669
O 3.145 -4.537 -1.617
O -4.620 2.938 -2.333
O -1.484 -4.823 -1.895
O -2.531 2.696 -0.375
O -0.538 3.369 4.331
O -3.569 5.326 0.627
O -3.339 -3.418 1.493
O 3.549 -1.218 0.688
C -1.545 2.048 -0.127
C 0.859 -1.448 -0.831
C -0.038 -1.938 0.017
C -0.667 2.121 0.991
B -0.327 0.178 -0.087
H -1.992 -4.693 -1.155
H 0.981 -3.725 3.977
H 2.485 3.394 2.478
H 3.123 2.061 0.833
H 2.436 2.013 -0.604
H -1.613 -3.973 -2.149
H -0.148 1.095 -3.022
H 2.841 -1.211 -4.578
H -1.411 2.809 4.521
H 4.067 -1.021 1.249
H 3.231 -0.503 0.176
H -4.836 2.059 -2.195
H 2.731 1.955 3.402
H 0.015 -3.526 2.913
H -4.857 3.254 -1.484
H -1.307 1.843 -4.056
H -2.602 5.554 0.593
H -2.873 -2.787 0.996
H 2.599 -3.762 -1.510
H -3.373 4.479 0.908
H -0.477 3.037 3.463
H 2.598 -1.022 -3.140
H 3.451 -4.498 -2.546
H -2.987 -4.292 1.232

Atomic forces in eV per Å
3.1 -4.3 -0.8
1.5 0.0 2.5
-4.1 2.7 -3.7
-1.0 -0.8 0.2
0.3 5.8 -0.9
2.8 -0.2 -7.6
-1.3 1.1 0.3
-0.5 0.2 0.2
2.0 -6.0 3.2
-0.6 1.9 0.4
0.8 -2.5 -0.8
-0.2 2.2 1.9
0.8 -0.7 -1.0
0.3 1.8 -1.4
1.5 -3.5 -1.2
0.0 2.2 1.1
-3.6 -1.8 2.5
1.6 2.9 -0.6
-1.0 -2.1 0.8
-10.8 -6.1 -11.1
-5.4 1.4 -1.7
7.3 0.4 -6.4
-5.5 -10.4 6.2
3.5 2.3 1.9
-0.9 2.6 0.2
-1.8 -0.9 3.7
1.4 -1.1 0.7
-2.6 2.5 0.5
-0.4 -0.9 -1.8
-1.1 0.8 -0.7
0.3 4.3 -2.6
-0.2 0.2 2.3
1.8 1.5 3.0
2.6 2.0 0.2
10.8 4.7 11.6
0.0 1.6 -0.5
-0.4 -3.1 -0.2
0.5 3.7 -3.7
-1.2 -1.1 -2.7
0.1 1.3 1.4
4.2 -2.9 1.5
-1.3 0.7 -0.3
1.2 1.3 -1.0
-0.4 0.6 0.2
-0.3 -3.6 0.9
1.0 -0.1 -2.4
-4.6 -1.4 4.6
-0.3 0.0 0.9
-0.1 0.9 0.2

Values from the calculation:
LUMO energy ... 0.0529 Eh
Kohn-Sham gap ... 9.6 eV
Highest occupied orbital energy ... -8.211 eV
Multiplicity ... 1
Energy relative to the best compared isomer or geometry (same formula, charge and spin) ... 7.671 eV
Net charge ... -1
Largest force on an atom ... 16.6 eV/A

Molecular formula: C5H17N2O
Method: DFT, wB97M-V/def2-TZVPD

Element x y z (Å)
O -1.649 -2.321 0.799
N 0.830 -0.494 0.736
N -1.143 -0.096 -1.330
C 1.303 1.922 0.811
C 0.263 0.911 0.388
C -1.147 -0.505 -2.735
C 1.233 -0.560 2.174
C -0.111 0.894 -1.090
H 1.179 2.883 0.239
H 1.562 -0.847 0.123
H 2.336 1.792 0.536
H -2.023 0.230 -0.954
H 1.226 2.466 1.739
H -0.249 -1.145 -2.887
H -2.249 -2.369 1.541
H -0.373 1.920 -1.393
H 0.034 -1.128 0.588
H 1.811 -1.453 2.409
H -2.230 -2.539 0.046
H -0.568 1.039 1.047
H -1.085 0.311 -3.447
H 1.947 0.228 2.397
H 0.832 0.627 -1.613
H 0.367 -0.754 2.813
H -2.098 -1.013 -2.938

Atomic forces in eV per Å
-0.2 0.0 -0.6
-1.3 0.2 0.9
1.0 0.2 -0.1
0.0 3.3 -1.8
1.9 -0.4 0.2
-0.2 -0.5 0.3
0.7 -1.4 0.2
0.5 0.2 0.6
-0.5 -0.9 -0.4
0.2 0.6 -0.2
0.5 -1.0 0.2
-0.2 0.0 -0.4
-0.1 -1.0 1.1
-0.9 0.1 -0.1
-0.1 -0.1 0.5
0.1 -0.2 0.0
-0.3 -0.3 -0.1
0.1 -0.4 -0.7
0.6 0.2 0.3
-0.9 -0.2 0.2
0.0 0.4 -0.1
-0.8 0.4 0.3
-0.6 0.1 -0.1
0.0 1.1 -0.2
0.5 -0.3 -0.1

Values from the calculation:
LUMO energy ... -0.0970 Eh
Kohn-Sham gap ... 10.2 eV
Highest occupied orbital energy ... -12.804 eV
Multiplicity ... 1
Energy relative to the best compared isomer or geometry (same formula, charge and spin) ... 1.272 eV
Net charge ... +1
Largest force on an atom ... 3.7 eV/A

Molecular formula: C3H6F2S
Method: DFT, wB97M-V/def2-TZVPD

Element x y z (Å)
S 1.798 -0.481 -1.316
F 1.529 -1.267 1.101
F -1.875 0.748 -1.659
C 0.233 0.351 -0.293
C 0.755 0.235 1.203
C -1.296 0.149 -0.508
H -1.863 -1.039 -0.642
H 1.467 1.162 1.418
H 0.092 1.453 -0.750
H -0.392 0.060 1.940
H 1.305 -1.859 -0.941
H -1.753 0.489 0.446

Atomic forces in eV per Å
-3.8 -1.5 0.7
-2.2 4.1 2.1
1.3 0.2 1.5
0.7 1.8 -1.6
-2.3 -1.7 -0.9
-2.2 -5.2 -0.4
2.4 3.1 0.6
-1.2 -2.8 0.1
1.6 -1.8 1.4
4.4 0.4 -1.8
1.2 2.7 -1.0
0.0 0.5 -0.9

Values from the calculation:
LUMO energy ... 0.0101 Eh
Kohn-Sham gap ... 9.4 eV
Highest occupied orbital energy ... -9.124 eV
Multiplicity ... 1
Energy relative to the best compared isomer or geometry (same formula, charge and spin) ... 5.335 eV
Net charge ... 0
Largest force on an atom ... 5.7 eV/A

The highest multiplicity belongs to which entry?
C31H40AsFeN2O2SSi2

Among the records above, which one has the highest net charge?
C5H17N2O